{
  "formula": "C28H32N3O6P2STi",
  "method": "wB97M-V/def2-TZVPD",
  "gap_ha": 0.26215,
  "charge": 1,
  "species": ["Ti", "O", "N", "C", "C", "C", "C", "C", "S", "H", "H", "H", "H", "O", "C", "C", "O", "C", "C", "O", "C", "O", "O", "C", "P", "C", "N", "C", "C", "C", "C", "C", "C", "N", "C", "P", "C", "C", "C", "C", "C", "C", "C", "C", "C", "H", "H", "H", "H", "H", "H", "H", "H", "H", "H", "H", "H", "H", "H", "H", "H", "H", "H", "H", "H", "H", "H", "H", "H", "H", "H", "H", "H"],
  "positions_angstrom": [[0.5034, -0.5469, 1.4411], [-0.7903, 0.0162, 2.7419], [-1.0399, -0.6054, 3.9016], [-1.5932, 0.1166, 4.8952], [-1.8822, -0.4984, 6.0819], [-1.5940, -1.8617, 6.2215], [-1.0252, -2.5613, 5.1874], [-0.7246, -1.9160, 3.9792], [0.0498, -2.6434, 2.6246], [-1.7601, 1.1562, 4.6615], [-2.3164, 0.0761, 6.8837], [-1.8122, -2.3665, 7.1513], [-0.7834, -3.6103, 5.2798], [6.3018, -1.9637, 2.4788], [5.1786, -1.6458, 2.2502], [4.3185, -0.6346, 3.0745], [4.6617, -0.0073, 4.0350], [3.0170, -0.6504, 2.3771], [3.0168, -1.4640, 1.2913], [1.8746, -1.4872, 0.5936], [4.3045, -2.1308, 1.0485], [4.6345, -2.8559, 0.1543], [1.8945, 0.0121, 2.6254], [-2.9023, 0.2070, 0.3818], [-1.5343, -0.7892, -0.3027], [-1.1171, 0.1822, -1.8124], [-1.6912, -0.0925, -2.9519], [-1.4583, 0.7358, -3.9969], [-2.0401, 0.4523, -5.2568], [-1.8429, 1.3144, -6.2922], [-1.0637, 2.4904, -6.1242], [-0.4868, 2.7794, -4.9248], [-0.6706, 1.8941, -3.8352], [-0.0645, 2.1525, -2.6517], [-0.2400, 1.3021, -1.6743], [0.7066, 1.5942, -0.1218], [-0.0824, 3.0573, 0.6188], [2.4375, 2.1220, -0.5814], [2.5042, 3.3704, -1.4742], [3.1379, 0.9633, -1.2922], [3.1582, 2.4718, 0.7270], [-2.3037, -2.3884, -0.8346], [-1.3021, -3.1134, -1.7333], [-3.6445, -2.1779, -1.5535], [-2.5682, -3.2345, 0.4147], [-3.6150, 0.4656, -0.4018], [-2.5226, 1.1181, 0.8430], [-3.4092, -0.3669, 1.1586], [-2.6325, -0.4457, -5.3593], [-2.2827, 1.1111, -7.2579], [-0.9292, 3.1549, -6.9653], [0.1179, 3.6617, -4.7749], [-0.1075, 3.8767, -0.0993], [0.4748, 3.3597, 1.5052], [-1.1027, 2.8237, 0.9181], [2.2017, 3.1694, -2.4930], [3.5455, 3.6990, -1.4779], [1.9107, 4.2008, -1.0960], [2.5766, 0.6142, -2.1613], [3.3155, 0.1118, -0.6381], [4.1057, 1.3176, -1.6506], [2.8141, 3.4236, 1.1309], [4.2212, 2.5812, 0.5092], [3.0485, 1.7175, 1.5044], [-1.1616, -2.6019, -2.6826], [-1.6832, -4.1141, -1.9417], [-0.3285, -3.2297, -1.2468], [-3.5635, -1.5398, -2.4253], [-4.4005, -1.7747, -0.8800], [-4.0006, -3.1570, -1.8786], [-1.6503, -3.5888, 0.8811], [-3.1511, -4.1030, 0.1055], [-3.1573, -2.7061, 1.1664]],
  "lowdin_charge": [0.768, -0.282, -0.152, 0.016, -0.018, -0.023, -0.042, -0.570, 0.837, 0.149, 0.121, 0.125, 0.123, 0.202, -0.198, -0.242, 0.172, -0.271, -0.271, -0.198, -0.251, 0.171, -0.149, -0.215, 1.006, -0.375, 0.147, -0.191, 0.001, -0.046, -0.046, 0.000, -0.192, 0.153, -0.378, 1.029, -0.206, -0.681, -0.082, -0.063, -0.073, -0.709, -0.080, -0.082, -0.112, 0.062, 0.024, 0.054, 0.120, 0.114, 0.114, 0.119, 0.056, 0.057, 0.034, 0.064, 0.096, 0.076, 0.089, 0.063, 0.102, 0.087, 0.103, 0.059, 0.072, 0.097, 0.086, 0.062, 0.079, 0.094, 0.019, 0.096, 0.078]
}

{
  "formula": "C28H32N7O2PtS2",
  "method": "wB97M-V/def2-TZVPD",
  "gap_ha": [0.14445, 0.09624],
  "charge": 2,
  "s_squared": 0.753,
  "multiplicity": 2,
  "species": ["Pt", "O", "C", "O", "C", "C", "C", "N", "C", "C", "C", "C", "C", "C", "C", "N", "C", "C", "C", "C", "C", "N", "H", "H", "H", "H", "H", "H", "H", "H", "H", "H", "N", "C", "N", "C", "C", "C", "C", "C", "H", "H", "H", "H", "H", "H", "H", "H", "H", "H", "C", "N", "C", "C", "S", "N", "C", "C", "H", "H", "H", "H", "H", "H", "H", "H", "H", "H", "H", "H", "S", "C"],
  "positions_angstrom": [[0.2650, 0.6382, 1.6160], [0.0229, -5.8158, 4.4327], [1.0801, -5.4841, 3.9895], [2.2202, -5.7971, 3.8246], [0.8794, -3.9295, 3.3198], [1.9872, -3.2527, 2.8512], [1.8031, -1.9626, 2.3665], [0.5700, -1.3971, 2.3184], [-0.5043, -2.0719, 2.8222], [-0.3712, -3.3633, 3.3296], [-1.7377, -1.3293, 2.8894], [-2.9553, -1.8457, 3.3619], [-4.0419, -1.0139, 3.4973], [-3.9129, 0.3389, 3.1617], [-2.7052, 0.7761, 2.6585], [-1.6592, -0.0317, 2.5155], [2.9190, -1.1257, 1.9584], [4.2524, -1.5594, 1.9548], [5.2569, -0.6693, 1.6466], [4.9221, 0.6475, 1.3355], [3.5863, 0.9995, 1.3225], [2.6193, 0.1424, 1.6183], [2.9592, -3.7130, 2.8981], [-1.2076, -3.8946, 3.7513], [-3.0347, -2.8883, 3.6216], [-4.9801, -1.3984, 3.8653], [-4.7357, 1.0242, 3.2783], [-2.5679, 1.8037, 2.3477], [4.4972, -2.5768, 2.2032], [6.2877, -0.9883, 1.6588], [5.6812, 1.3772, 1.1110], [3.2746, 2.0023, 1.0603], [-1.1875, 0.8870, -0.1675], [-2.2171, 0.9255, -0.7056], [-3.3223, 0.9827, -1.3479], [-4.1411, -0.1959, -1.5885], [-5.5921, 0.0802, -1.1921], [-6.1137, 1.3252, -1.9034], [-5.2124, 2.5170, -1.5959], [-3.7674, 2.2100, -1.9919], [-3.7289, -1.0353, -1.0257], [-4.0952, -0.4363, -2.6568], [-5.6623, 0.2132, -0.1108], [-6.1930, -0.7868, -1.4629], [-7.1296, 1.5387, -1.5732], [-6.1513, 1.1520, -2.9802], [-5.2620, 2.7577, -0.5325], [-5.5426, 3.3930, -2.1527], [-3.0973, 3.0233, -1.7066], [-3.7105, 2.0706, -3.0776], [4.8651, 0.7317, -3.2016], [3.7266, 0.1054, -2.5591], [4.0155, -1.2014, -2.0150], [2.5351, 0.6804, -2.4296], [1.3799, 0.0115, -1.3204], [2.1694, 1.7455, -3.1538], [1.0830, 2.5906, -2.7168], [2.5283, 1.9371, -4.5472], [5.7514, 0.5239, -2.6017], [4.7394, 1.8080, -3.2693], [5.0392, 0.3242, -4.1992], [4.4491, -1.8278, -2.7945], [3.1074, -1.6733, -1.6501], [4.7327, -1.1230, -1.1971], [0.9723, 2.5350, -1.6367], [0.1444, 2.2960, -3.1884], [1.3105, 3.6167, -2.9970], [3.0717, 1.0841, -4.9357], [3.1190, 2.8422, -4.6876], [1.6095, 2.0371, -5.1273], [0.4737, 4.0878, 1.9028], [0.6332, 2.6049, 1.5109]],
  "lowdin_charge": [1.024, 0.048, -0.693, 0.045, -0.021, 0.074, -0.188, 0.011, -0.177, 0.076, -0.183, 0.037, -0.007, -0.020, -0.133, -0.035, -0.192, 0.034, -0.021, -0.028, -0.141, 0.007, 0.119, 0.122, 0.126, 0.128, 0.117, 0.110, 0.126, 0.130, 0.119, 0.100, 0.023, -0.245, -0.085, -0.121, -0.165, -0.188, -0.166, -0.127, 0.133, 0.138, 0.114, 0.123, 0.121, 0.122, 0.119, 0.122, 0.129, 0.136, -0.013, -0.175, -0.038, -0.625, 0.957, -0.192, -0.064, -0.015, 0.108, 0.099, 0.112, 0.118, 0.054, 0.093, 0.050, 0.104, 0.111, 0.094, 0.112, 0.111, 0.877, -0.777]
}

{
  "formula": "C28H33F3N11O4RbSe",
  "method": "wB97M-V/def2-TZVPD",
  "gap_ha": 0.15445,
  "charge": -2,
  "e_above_lowest_kcal_mol": 2.1,
  "species": ["Rb", "C", "C", "C", "C", "C", "C", "C", "C", "C", "C", "H", "H", "H", "H", "H", "H", "H", "H", "H", "H", "H", "H", "H", "H", "H", "N", "N", "C", "N", "N", "N", "O", "O", "H", "H", "H", "H", "H", "Se", "N", "C", "C", "C", "C", "C", "N", "C", "C", "N", "C", "C", "C", "C", "C", "N", "H", "H", "H", "H", "H", "H", "C", "C", "N", "O", "C", "C", "N", "O", "H", "H", "H", "H", "H", "H", "H", "F", "C", "F", "F"],
  "positions_angstrom": [[0.4935, -1.4580, -0.0343], [-2.6130, 2.1934, 0.1511], [-2.0479, 2.2718, 1.4395], [-2.7061, 1.3373, 2.2614], [-3.6905, 0.6821, 1.4807], [-3.6327, 1.2091, 0.1828], [-4.5265, 0.8610, -0.9783], [-4.5843, -0.4137, 1.9938], [-2.4593, 1.0689, 3.7216], [-0.9290, 3.1841, 1.8673], [-2.1806, 2.9520, -1.0749], [-5.3930, 1.5353, -1.0471], [-4.9113, -0.1603, -0.8946], [-3.9879, 0.9369, -1.9273], [-5.0772, -0.1297, 2.9322], [-4.0171, -1.3340, 2.1907], [-5.3685, -0.6589, 1.2727], [-3.2816, 1.4392, 4.3533], [-1.5390, 1.5495, 4.0586], [-2.3663, -0.0075, 3.9188], [-1.1080, 3.5869, 2.8704], [-0.8301, 4.0319, 1.1844], [0.0374, 2.6666, 1.8815], [-3.0324, 3.1949, -1.7189], [-1.4660, 2.3718, -1.6737], [-1.6871, 3.8919, -0.8124], [-0.7757, -2.7879, 3.4543], [-0.6051, -4.1564, 3.1710], [-0.3006, -4.5307, 1.9121], [0.2816, -5.7513, 1.7722], [-0.7696, -3.7543, 0.9425], [-0.5285, -3.9703, -0.3467], [0.2710, -4.8297, -0.7698], [-1.1258, -3.2332, -1.1232], [0.2258, -2.4405, 3.6144], [-1.3173, -2.7200, 4.3068], [-0.0933, -4.6836, 3.8684], [0.9356, -5.9921, 2.5016], [0.6408, -5.8625, 0.8310], [1.2545, 0.9050, -8.3557], [-0.0132, 0.2396, -7.2784], [0.4415, 0.3175, -6.0632], [-0.3385, -0.0757, -4.9018], [-1.6554, -0.5322, -4.9980], [-2.3637, -0.7996, -3.8465], [-1.7284, -0.5892, -2.6247], [-0.4723, -0.1984, -2.5194], [0.2345, 0.0419, -3.6253], [1.6556, 0.4350, -3.4630], [2.1651, 0.2848, -2.2761], [3.5216, 0.6270, -2.0292], [4.2083, 1.3972, -3.1136], [3.6536, 1.4925, -4.3295], [2.3574, 0.9360, -4.5959], [1.7857, 0.8746, -5.8834], [2.3823, 1.2568, -7.0056], [-2.0895, -0.6607, -5.9814], [-3.3866, -1.1498, -3.8772], [-2.2560, -0.7444, -1.6879], [4.0837, -0.2918, -1.7807], [5.1649, 1.8465, -2.8708], [4.1625, 2.0048, -5.1379], [2.5596, 1.7797, 3.8286], [2.2863, 1.1708, 2.4793], [1.3466, 0.3398, 2.2818], [0.6030, 0.0463, 3.4007], [3.1312, 1.5536, 1.3221], [4.2240, 2.5757, 1.5082], [2.8857, 1.0027, 0.2005], [3.6505, 1.4586, -0.8225], [1.7038, 1.6042, 4.4743], [2.7401, 2.8512, 3.7524], [3.4353, 1.3061, 4.2791], [-0.1172, -0.4973, 3.0581], [4.7149, 2.4629, 2.4734], [3.8214, 3.5892, 1.4343], [4.9583, 2.4499, 0.7160], [3.6348, -2.5420, 3.5486], [2.4381, -3.1042, 3.1589], [2.6137, -4.4511, 3.6272], [2.6681, -3.3041, 1.7908]],
  "lowdin_charge": [0.876, -0.254, -0.254, -0.265, -0.266, -0.271, -0.088, -0.081, -0.088, -0.063, -0.069, 0.062, 0.055, 0.042, 0.056, 0.059, 0.049, 0.060, 0.048, 0.049, 0.060, 0.053, 0.049, 0.059, 0.057, 0.051, 0.039, -0.022, -0.409, 0.189, 0.075, -0.543, 0.005, -0.087, 0.057, 0.082, 0.134, 0.097, 0.083, 0.918, -0.263, -0.345, -0.094, -0.009, -0.046, -0.157, 0.067, -0.137, -0.202, 0.101, -0.350, -0.045, -0.056, -0.153, -0.367, -0.293, 0.106, 0.102, 0.104, 0.137, 0.089, 0.098, -0.020, -0.296, 0.005, -0.073, -0.266, -0.026, 0.091, -0.114, 0.070, 0.077, 0.089, 0.054, 0.068, 0.089, 0.070, -0.059, -0.415, -0.134, -0.105]
}

no.,maximum force (eV Å⁻¹),energy (eV)
1,0.40,-98834.8005
2,6.19,-68979.4787
3,2.18,-128300.3935